Formula: C35H49BClN7O4PS2W
Source: OMol25
Level of theory: ωB97M-V/def2-TZVPD

Results
M ... 957.04 Da
2S+1 ... 4
Expectation value of S² ... 3.769
HOMO-LUMO gap (spin up / spin down) ... 6.943 / 7.653 eV

Structure (XYZ):
```
101
Properties=species:S:1:pos:R:3:mulliken_spin:R:1
W 0.2895 -0.1985 0.0410 2.603
Cl 2.0508 7.0816 2.6783 0.001
S 2.1754 0.2141 -1.6025 -0.001
S 0.3031 -1.6749 -3.8665 -0.001
P 1.7865 -0.5036 -3.4729 0.032
O 0.8528 1.7072 0.6499 -0.036
O 1.7518 0.8723 -4.3060 0.003
O -1.9373 2.4112 1.3559 0.013
O 3.1470 -1.1870 -4.0090 -0.001
N -2.4559 -1.1801 0.7043 -0.016
N 1.6954 -0.9055 1.4608 -0.054
N 0.0270 -2.2917 -0.5693 -0.018
N -1.3906 -0.7057 1.4162 0.091
N -1.2393 -2.6326 -0.9093 -0.008
N -1.2025 0.5038 -1.3850 0.012
N -2.1679 -0.4065 -1.6713 -0.040
C 0.1852 0.7933 3.7032 -0.006
C 2.3082 -2.3847 3.2396 -0.013
C 0.3541 5.0593 2.0713 -0.012
C -3.5307 -1.2731 1.4869 0.015
C -0.0198 -4.4357 -1.2051 -0.002
C 2.5621 -4.5284 0.5597 0.003
C 5.2800 -1.1941 -2.8284 -0.001
C 2.3407 3.4333 1.0746 0.014
C -1.4462 1.5877 -2.1415 0.025
C -1.1200 0.0202 3.8992 0.000
C 2.6540 4.6840 1.5465 -0.005
C -2.9873 0.0758 -2.6072 0.025
C 0.0103 3.7841 1.5991 0.003
C 4.4156 -0.5264 -3.8767 -0.002
C 3.7995 -0.6724 2.5783 -0.013
C 1.5483 0.8261 -5.7281 0.001
C 2.3887 1.9115 -6.3614 0.000
C -1.8372 -0.4969 2.6712 0.046
C -1.4137 3.4557 1.6634 -0.001
C -1.7494 4.0485 -2.0349 0.003
C 3.5338 -1.7568 3.4120 0.019
C -2.5670 1.3426 -2.9422 -0.001
C -0.9351 -1.1168 4.9131 0.001
C 1.0213 2.9178 1.0972 -0.014
C 2.2662 -3.4863 -0.5277 -0.001
C 4.5296 -2.2259 4.4287 -0.004
C 2.9769 -3.9060 -1.8177 0.010
C 2.8764 -0.2793 1.6374 0.054
C -1.2885 -3.9079 -1.2932 0.023
C 0.7850 -3.3855 -0.7559 0.031
C -3.1882 -0.8502 2.7475 0.002
C 1.6498 5.5023 2.0610 0.017
C -0.7317 2.9021 -2.0083 0.007
C 0.3394 3.1386 -3.0727 -0.002
C 1.4322 -1.9428 2.2701 0.073
B -2.3906 -1.6320 -0.7787 0.051
H 1.1777 2.4581 -2.9558 0.001
H 3.0581 0.5704 0.9960 0.011
H 1.8130 -0.1600 -6.1143 0.000
H -1.8433 0.7114 4.3398 0.000
H -3.8195 -0.5083 -2.9625 0.001
H -0.5135 -0.7229 5.8399 0.000
H 2.3380 -5.5282 0.1824 0.000
H -2.0441 4.2903 2.0377 -0.001
H 2.2003 1.9508 -7.4351 0.000
H 0.4775 -2.4285 2.1144 0.004
H 1.9659 -4.3731 1.4584 0.000
H -0.2491 -1.8705 4.5244 0.000
H 4.0546 -3.9528 -1.6490 0.000
H 4.9498 -1.3846 4.9800 0.002
H 2.1455 2.8815 -5.9267 0.000
H -0.4333 5.7031 2.4465 0.000
H -3.0202 2.0142 -3.6499 0.001
H 3.6185 -4.5030 0.8353 0.000
H 4.8903 -0.6020 -4.8565 0.001
H 3.6734 5.0457 1.5144 0.000
H -2.2192 -4.3496 -1.6072 0.001
H 0.2872 1.1556 2.6897 0.044
H -4.4655 -1.6287 1.0881 0.001
H -2.1269 4.2085 -3.0475 0.000
H 2.6457 -2.5080 -0.2273 0.002
H -3.4242 -2.1638 -1.0704 0.000
H 3.4503 1.7200 -6.2004 0.000
H -1.8806 -1.6077 5.1446 0.000
H 4.8277 -1.1067 -1.8409 0.002
H 6.2607 -0.7146 -2.8153 0.000
H 0.7112 4.1631 -2.9931 -0.001
H -2.5987 3.8478 -1.3811 0.000
H 1.0540 0.1738 3.9355 0.002
H -0.2506 2.9033 -1.0386 -0.001
H 4.0758 -2.9167 5.1371 0.000
H 2.0288 -3.2266 3.8602 0.001
H 5.4131 -2.2499 -3.0637 0.000
H 0.4852 0.9829 -5.9184 0.000
H 3.1104 2.8006 0.6508 0.000
H 0.2151 1.6556 4.3700 0.000
H 2.6410 -4.8983 -2.1265 0.000
H 5.3564 -2.7409 3.9356 0.004
H 4.2631 0.5311 -3.6496 0.001
H -1.2699 4.9735 -1.7087 0.000
H 2.7777 -3.2166 -2.6324 -0.003
H 4.7287 -0.1237 2.6634 0.002
H 0.2953 -5.4328 -1.4578 0.000
H -3.8205 -0.7874 3.6165 0.001
H -0.0749 2.9995 -4.0747 0.000
```